Molecular formula: C19H22N2O3
Method: DFT, the ωB97M-V functional and the def2-TZVPD basis

Output
Structure (SMILES) = O=C(CN1CCOCC1)Nc1ccc(OCc2ccccc2)cc1
Frontier orbital gap = 8.74 eV

Geometry as ORCA input:
```
! wB97M-V def2-TZVPD RIJCOSX def2/J DEFGRID3
* xyz 0 1
O 2.691 0.039 -0.156
C 2.288 -0.537 -1.139
C 3.089 -1.651 -1.815
N 2.931 -2.901 -1.094
C 3.858 -3.917 -1.560
C 3.714 -5.163 -0.687
O 2.399 -5.664 -0.723
C 1.493 -4.682 -0.283
C 1.575 -3.418 -1.140
N 1.103 -0.281 -1.759
C 0.110 0.649 -1.416
C 0.214 1.506 -0.329
C -0.800 2.405 -0.044
C -1.937 2.462 -0.841
O -2.989 3.310 -0.658
C -2.919 4.262 0.380
C -2.968 3.677 1.771
C -2.401 4.364 2.836
C -2.458 3.841 4.116
C -3.077 2.623 4.341
C -3.643 1.933 3.282
C -3.594 2.460 2.004
C -2.043 1.595 -1.930
C -1.034 0.702 -2.212
H 4.144 -1.371 -1.756
H 2.807 -1.746 -2.881
H 4.876 -3.531 -1.478
H 3.664 -4.188 -2.614
H 4.360 -5.965 -1.049
H 3.988 -4.907 0.347
H 0.499 -5.127 -0.349
H 1.709 -4.414 0.762
H 0.890 -2.671 -0.733
H 1.271 -3.663 -2.176
H 0.882 -0.832 -2.577
H 1.090 1.470 0.296
H -0.691 3.048 0.814
H -3.802 4.894 0.222
H -2.025 4.891 0.265
H -1.912 5.312 2.661
H -2.014 4.383 4.937
H -3.116 2.212 5.338
H -4.127 0.983 3.452
H -4.036 1.925 1.176
H -2.928 1.643 -2.543
H -1.131 0.038 -3.061
*
```

***

Molecular formula: C19H22N2O4
Method: DFT, the ωB97M-V functional and the def2-TZVPD basis

Output
Structure (SMILES) = COc1ccc(/C=N/NC(=O)CCOc2ccccc2C)cc1OC
Frontier orbital gap = 8.31 eV

Geometry as ORCA input:
```
! wB97M-V def2-TZVPD RIJCOSX def2/J DEFGRID3
* xyz 0 1
C 7.942 0.458 -0.386
O 6.947 1.442 -0.209
C 5.636 1.121 -0.065
C 4.803 2.225 0.112
C 3.442 2.096 0.276
C 2.866 0.829 0.265
C 1.444 0.658 0.435
N 0.905 -0.494 0.415
N -0.424 -0.602 0.577
C -1.054 -1.818 0.578
O -0.477 -2.868 0.442
C -2.561 -1.690 0.714
C -3.201 -1.623 -0.686
O -4.549 -1.226 -0.630
C -4.856 0.081 -0.366
C -3.945 1.128 -0.341
C -4.371 2.420 -0.076
C -5.704 2.678 0.169
C -6.616 1.635 0.139
C -6.216 0.338 -0.125
C -7.189 -0.798 -0.166
C 3.689 -0.287 0.087
C 5.057 -0.169 -0.077
O 5.880 -1.251 -0.252
C 5.306 -2.536 -0.259
H 7.784 -0.118 -1.299
H 7.993 -0.222 0.466
H 8.877 1.014 -0.464
H 5.273 3.196 0.117
H 2.829 2.974 0.411
H 0.847 1.570 0.582
H -0.970 0.252 0.726
H -2.832 -0.795 1.278
H -2.945 -2.564 1.239
H -2.622 -0.964 -1.346
H -3.213 -2.620 -1.132
H -2.898 0.959 -0.545
H -3.648 3.223 -0.063
H -6.036 3.683 0.380
H -7.662 1.832 0.326
H -6.892 -1.572 0.540
H -7.194 -1.250 -1.156
H -8.192 -0.458 0.076
H 3.206 -1.248 0.085
H 6.138 -3.223 -0.407
H 4.812 -2.762 0.691
H 4.589 -2.653 -1.077
*
```

***

Molecular formula: C19H22N2O5
Method: DFT, the ωB97M-V functional and the def2-TZVPD basis

Output
Structure (SMILES) = COc1ccc(CC(=O)O/N=C(\N)Cc2ccc(OC)c(OC)c2)cc1
Frontier orbital gap = 8.62 eV

Geometry as ORCA input:
```
! wB97M-V def2-TZVPD RIJCOSX def2/J DEFGRID3
* xyz 0 1
C 0.491 1.759 4.997
O 1.179 0.538 4.901
C 1.204 -0.104 3.696
C 0.581 0.345 2.539
C 0.677 -0.389 1.367
C 1.393 -1.574 1.327
C 1.469 -2.395 0.066
C 0.554 -3.584 0.267
O 0.909 -4.659 0.668
O -0.756 -3.401 0.032
N -1.121 -2.143 -0.518
C -2.380 -1.957 -0.599
N -3.328 -2.818 -0.169
C -2.852 -0.659 -1.201
C -1.723 0.127 -1.812
C -1.124 -0.304 -2.979
C -0.069 0.403 -3.536
C 0.402 1.558 -2.936
O 1.425 2.327 -3.401
C 2.078 1.926 -4.579
C -0.207 2.009 -1.744
O 0.312 3.154 -1.221
C -0.206 3.629 -0.006
C -1.256 1.288 -1.201
C 2.007 -2.027 2.491
C 1.919 -1.302 3.660
H 0.913 2.514 4.325
H 0.615 2.088 6.028
H -0.577 1.639 4.784
H 0.013 1.264 2.539
H 0.186 -0.038 0.472
H 2.480 -2.775 -0.084
H 1.136 -1.812 -0.791
H -4.304 -2.647 -0.323
H -3.037 -3.706 0.203
H -3.600 -0.892 -1.964
H -3.341 -0.077 -0.416
H -1.471 -1.205 -3.462
H 0.380 0.038 -4.446
H 2.546 0.943 -4.467
H 1.394 1.907 -5.434
H 2.851 2.673 -4.754
H 0.366 4.526 0.227
H -1.267 3.891 -0.091
H -0.075 2.898 0.798
H -1.730 1.623 -0.292
H 2.550 -2.959 2.476
H 2.393 -1.644 4.566
*
```

***

Question: Which value of frontier orbital gap does entry 1 give?
Answer: 8.74 eV